Record 1
C42H31BrINO15 | ωB97M-V/def2-TZVPD

CARTESIAN COORDINATES (ANGSTROEM)
N 1.090 -2.064 -1.195
C 1.666 -2.250 0.093
I 0.037 -2.504 1.581
C 2.543 -3.486 0.275
O 3.204 -3.237 1.526
C 3.051 -1.931 1.872
O 3.176 -1.498 2.978
C 2.651 -1.241 0.573
C 2.263 0.221 0.624
C 3.487 1.053 0.385
O 4.123 1.588 1.242
Br 4.057 1.219 -1.488
H 0.586 -1.185 -1.177
H 0.357 -2.755 -1.285
H 3.308 -3.404 -0.493
H 2.043 -4.434 0.275
H 3.557 -1.347 -0.022
H 1.930 0.490 1.615
H 1.548 0.490 -0.140
O -1.156 2.402 7.165
C -1.407 1.741 6.181
C -2.716 1.864 5.489
C -2.994 1.142 4.408
C -2.009 0.183 3.849
O -2.264 -0.468 2.856
C -0.703 0.058 4.541
C -0.425 0.781 5.622
H -3.418 2.570 5.913
H -3.941 1.217 3.887
H 0.002 -0.646 4.117
H 0.522 0.707 6.140
O 0.268 0.597 -2.736
C -0.225 0.305 -3.805
C -1.320 1.112 -4.397
C -1.858 0.785 -5.568
C -1.383 -0.399 -6.329
O -1.876 -0.696 -7.396
C -0.289 -1.206 -5.735
C 0.249 -0.879 -4.563
H -1.650 1.969 -3.825
H -2.660 1.356 -6.018
H 0.039 -2.065 -6.306
H 1.049 -1.451 -4.108
O 7.448 6.719 0.012
C 7.547 5.561 -0.329
C 6.715 4.500 0.287
C 6.826 3.228 -0.086
C 7.789 2.818 -1.139
O 7.891 1.660 -1.483
C 8.623 3.879 -1.757
C 8.511 5.150 -1.382
H 6.018 4.820 1.051
H 6.229 2.443 0.353
H 9.319 3.559 -2.522
H 9.108 5.940 -1.819
O -6.323 -6.028 3.067
C -5.233 -5.634 3.419
C -4.594 -4.457 2.778
C -3.396 -4.028 3.165
C -2.649 -4.704 4.252
O -1.559 -4.309 4.605
C -3.286 -5.882 4.893
C -4.484 -6.312 4.507
H -5.156 -3.976 1.988
H -2.913 -3.171 2.712
H -2.723 -6.361 5.684
H -4.968 -7.167 4.960
O -6.102 0.428 -6.291
C -6.033 -0.729 -6.650
C -7.083 -1.712 -6.284
C -7.000 -2.982 -6.672
C -5.855 -3.467 -7.486
O -5.783 -4.625 -7.837
C -4.808 -2.482 -7.850
C -4.891 -1.212 -7.464
H -7.907 -1.339 -5.690
H -7.752 -3.717 -6.417
H -3.981 -2.853 -8.441
H -4.140 -0.481 -7.720
O 1.776 6.870 3.678
C 1.425 5.718 3.557
C -0.004 5.331 3.682
C -0.391 4.066 3.550
C 0.589 2.989 3.271
O 0.237 1.833 3.147
C 2.017 3.372 3.146
C 2.405 4.638 3.277
H -0.701 6.134 3.885
H -1.426 3.762 3.638
H 2.712 2.567 2.945
H 3.441 4.940 3.191

Atoms 1-2, force components in eV/Å:
0.199 0.003 0.382
-0.583 -1.092 -0.348

HOMO level   -9.552 eV
F_max   0.0266 Eh/bohr
SMILES   N[C@@]1(I)COC(=O)[C@@H]1CC(=O)Br.O=C1C=CC(=O)C=C1.O=C1C=CC(=O)C=C1.O=C1C=CC(=O)C=C1.O=C1C=CC(=O)C=C1.O=C1C=CC(=O)C=C1.O=C1C=CC(=O)C=C1
Frontier orbital gap   7.5 eV



Record 2
C42H32BBaBr2N4O4P | ωB97M-V/def2-TZVPD

CARTESIAN COORDINATES (ANGSTROEM)
Ba 0.741 -0.242 0.005
B -1.483 -3.031 2.946
N -0.609 -3.598 1.786
C -0.358 -4.919 1.724
C 0.395 -5.171 0.592
C 0.563 -3.908 0.014
N -0.051 -2.976 0.741
N -1.695 -1.495 2.933
C -2.461 -0.879 3.851
C -2.465 0.478 3.577
C -1.656 0.592 2.443
N -1.200 -0.601 2.073
H -0.945 -3.338 3.994
H -2.580 -3.560 2.872
H -0.732 -5.585 2.483
H 0.772 -6.120 0.249
H 1.115 -3.623 -0.868
H -2.951 -1.441 4.629
H -2.980 1.257 4.113
H -1.392 1.469 1.869
C -0.565 7.842 -0.551
C 0.140 7.289 -1.613
C 0.187 5.913 -1.776
C -0.460 5.058 -0.879
C -1.152 5.629 0.187
C -1.213 7.006 0.347
P -0.461 3.210 -1.013
C 0.865 2.957 -2.241
C 2.167 3.218 -1.818
C 3.240 3.018 -2.674
C 3.024 2.546 -3.959
C 1.730 2.279 -4.383
C 0.655 2.479 -3.533
C -1.950 3.006 -2.051
C -2.598 4.006 -2.736
C -3.714 3.693 -3.536
C -4.162 2.403 -3.641
C -3.525 1.351 -2.942
C -3.972 0.013 -3.014
C -3.326 -0.954 -2.283
C -2.222 -0.594 -1.481
C -1.687 0.673 -1.366
C -2.388 1.655 -2.127
H -0.605 8.917 -0.423
H 0.649 7.936 -2.318
H 0.730 5.485 -2.609
H -1.645 4.973 0.897
H -1.760 7.430 1.181
H 2.340 3.545 -0.801
H 4.247 3.196 -2.319
H 3.864 2.358 -4.618
H 1.557 1.891 -5.381
H -0.348 2.246 -3.868
H -2.263 5.035 -2.678
H -4.217 4.489 -4.076
H -5.021 2.173 -4.266
H -4.829 -0.222 -3.639
H -3.666 -1.983 -2.311
H -1.813 -1.417 -0.884
Br 6.415 -1.310 -7.053
C 5.212 -1.300 -5.566
C 3.879 -1.002 -5.785
C 3.018 -0.994 -4.697
C 3.481 -1.287 -3.420
C 4.820 -1.590 -3.231
C 5.700 -1.593 -4.305
C 2.492 -1.252 -2.250
O 2.872 -1.702 -1.149
O 1.371 -0.755 -2.496
H 3.523 -0.775 -6.781
H 1.969 -0.752 -4.806
H 5.159 -1.818 -2.228
H 6.749 -1.819 -4.166
Br 5.690 1.123 6.177
C 5.573 1.423 4.290
C 6.692 1.911 3.638
C 6.617 2.132 2.268
C 5.441 1.866 1.583
C 4.331 1.378 2.257
C 4.392 1.151 3.627
C 3.025 1.083 1.504
O 3.025 1.266 0.269
O 2.062 0.679 2.187
H 7.601 2.111 4.188
H 7.487 2.510 1.745
H 5.353 2.020 0.516
H 3.509 0.769 4.122

Atoms 1-2, force components in eV/Å:
-0.656 -0.082 0.258
-0.065 -0.056 0.028

ΔE to the lowest compared entry with this formula, charge and spin   0.399 eV
HOMO level   -2.177 eV
F_max   0.0138 Eh/bohr
Charge   -2
Frontier orbital gap   5.7 eV